Entry 1
{
  "formula": "C11H12NO2",
  "method": "ωB97M-V/def2-TZVPD",
  "charge": -1,
  "orbital_gap_ev": 7.82,
  "homo_ha": -0.16585,
  "mol_weight_g_mol": 190.22,
  "lumo_energy_ev": 3.3,
  "symbols": ["C", "C", "C", "C", "C", "C", "C", "C", "C", "N", "H", "H", "H", "H", "H", "H", "H", "H", "H", "C", "C", "O", "O", "H", "H", "H"],
  "positions_angstrom": [[-1.37, -1.35, -2.60], [-0.88, -0.69, -0.13], [0.57, 1.00, -0.47], [-0.80, -0.52, -1.47], [0.22, 0.47, -1.74], [1.39, 2.12, -0.32], [1.85, 2.67, -1.50], [0.79, 1.00, -2.89], [1.62, 2.11, -2.78], [-0.06, 0.26, 0.49], [0.23, 0.12, 1.45], [-1.47, -1.40, 0.41], [1.67, 2.52, 0.64], [-0.96, -2.36, -2.48], [-0.99, -1.04, -3.56], [2.49, 3.55, -1.47], [0.57, 0.48, -3.81], [2.09, 2.52, -3.67], [-2.46, -1.37, -2.51], [-0.03, -0.37, 3.63], [-0.76, -1.62, 2.99], [-0.04, -2.26, 2.19], [-1.95, -1.82, 3.26], [0.33, -0.91, 4.53], [-0.81, 0.24, 4.08], [0.84, 0.00, 3.12]],
  "lowdin_charge": [-0.046, -0.021, -0.214, -0.223, -0.148, -0.027, -0.128, -0.053, -0.115, 0.110, 0.090, 0.119, 0.101, 0.079, 0.045, 0.083, 0.094, 0.081, 0.070, -0.057, -0.817, -0.108, -0.080, 0.063, 0.057, 0.043]
}

=====

Entry 2
{
  "formula": "C11H12NO2",
  "method": "ωB97M-V/def2-TZVPD",
  "charge": -1,
  "orbital_gap_ev": 7.86,
  "homo_ha": -0.16963,
  "mol_weight_g_mol": 190.22,
  "lumo_energy_ev": 3.2,
  "symbols": ["C", "C", "C", "C", "C", "C", "C", "C", "C", "N", "H", "H", "H", "H", "H", "H", "H", "H", "H", "C", "C", "O", "O", "H", "H", "H"],
  "positions_angstrom": [[-2.46, -1.20, -1.93], [-0.15, -0.83, -0.84], [-0.60, 0.79, 0.63], [-1.47, -0.54, -1.01], [-1.82, 0.47, -0.05], [-0.44, 1.93, 1.40], [-1.51, 2.80, 1.49], [-2.84, 1.41, 0.04], [-2.73, 2.50, 0.88], [0.35, -0.09, 0.21], [1.35, -0.10, 0.40], [0.53, -1.39, -1.45], [0.51, 2.15, 1.89], [-3.16, -1.80, -1.36], [-1.95, -1.87, -2.61], [-1.48, 3.67, 2.12], [-3.81, 1.29, -0.44], [-3.56, 3.19, 0.95], [-2.97, -0.43, -2.52], [3.96, -2.36, 0.43], [4.11, -0.85, 0.15], [3.08, -0.26, -0.31], [5.21, -0.34, 0.42], [4.27, -2.52, 1.47], [4.62, -2.92, -0.23], [2.95, -2.73, 0.29]],
  "lowdin_charge": [-0.066, -0.052, -0.213, -0.247, -0.131, -0.021, -0.119, -0.063, -0.136, 0.093, 0.108, 0.126, 0.111, 0.071, 0.066, 0.086, 0.100, 0.085, 0.070, -0.053, -0.774, -0.123, -0.078, 0.059, 0.056, 0.045]
}

=====

Tell me which of them is the least stable. Sure, it is entry 1.

=====

Entry 1
{
  "formula": "C4H11N2",
  "method": "ωB97M-V/def2-TZVPD",
  "charge": 1,
  "orbital_gap_ev": 11.56,
  "homo_ha": -0.55607,
  "mol_weight_g_mol": 87.15,
  "smiles": "CCCNC=[NH2+]",
  "lumo_energy_ev": -3.6,
  "symbols": ["C", "C", "C", "N", "C", "N", "H", "H", "H", "H", "H", "H", "H", "H", "H", "H", "H"],
  "positions_angstrom": [[0.62, -2.09, 0.63], [-0.57, -1.66, -0.21], [-1.06, -0.23, -0.01], [0.07, 0.73, -0.07], [-0.08, 2.00, -0.23], [0.87, 2.90, -0.40], [1.38, -2.58, 0.02], [1.18, -1.34, 1.19], [0.32, -2.85, 1.36], [-0.32, -1.75, -1.28], [-1.43, -2.32, -0.15], [-1.74, 0.03, -0.82], [-1.56, -0.07, 0.94], [0.99, 0.35, 0.09], [-1.11, 2.33, -0.16], [0.61, 3.84, -0.69], [1.84, 2.71, -0.22]],
  "lowdin_charge": [-0.090, -0.219, -0.152, 0.073, -0.138, 0.192, 0.083, 0.067, 0.083, 0.115, 0.121, 0.128, 0.133, 0.150, 0.173, 0.145, 0.136]
}

=====

Entry 2
{
  "formula": "C4H11N2",
  "method": "ωB97M-V/def2-TZVPD",
  "charge": 1,
  "orbital_gap_ev": 8.71,
  "homo_ha": -0.46153,
  "mol_weight_g_mol": 87.15,
  "smiles": "NCC/C=C/[NH3+]",
  "lumo_energy_ev": -3.8,
  "symbols": ["C", "C", "C", "C", "N", "N", "H", "H", "H", "H", "H", "H", "H", "H", "H", "H", "H"],
  "positions_angstrom": [[-1.94, -0.53, 0.45], [-0.51, -1.07, 0.12], [0.46, 0.04, 0.34], [1.42, 0.31, -0.53], [2.72, 0.88, -0.04], [-2.22, 0.61, -0.38], [-2.03, -0.42, 1.53], [-2.57, -1.42, 0.27], [-0.52, -1.48, -0.89], [-0.42, -1.99, 0.70], [0.26, 0.64, 1.22], [1.46, 0.04, -1.57], [3.35, 1.07, -0.81], [2.67, 1.73, 0.54], [3.16, 0.22, 0.60], [-2.15, 0.37, -1.36], [-3.13, 1.01, -0.20]],
  "lowdin_charge": [-0.305, -0.184, -0.077, -0.066, 0.194, 0.013, 0.116, 0.111, 0.122, 0.129, 0.134, 0.128, 0.170, 0.179, 0.173, 0.081, 0.081]
}

=====

Tell me which of them is the least stable. Sure, it is entry 2.

=====

Entry 1
{
  "formula": "C4H11N2",
  "method": "ωB97M-V/def2-TZVPD",
  "charge": 1,
  "orbital_gap_ev": [7.40, 7.40],
  "homo_ha": [-0.45517, -0.45520],
  "mol_weight_g_mol": 87.15,
  "lumo_energy_ev": [-5.0, -5.0],
  "symbols": ["C", "C", "C", "C", "N", "N", "H", "H", "H", "H", "H", "H", "H", "H", "H", "H", "H"],
  "positions_angstrom": [[-0.57, -1.83, 0.03], [0.49, -1.07, -0.30], [2.18, 0.61, -0.02], [-1.52, 1.36, -0.05], [-2.04, 0.14, 0.00], [0.98, -0.04, 0.37], [-0.89, -2.54, -0.59], [-0.87, -1.73, 1.06], [0.91, -1.12, -1.22], [2.56, 0.10, -0.82], [2.05, 1.62, -0.30], [2.95, 0.80, 0.74], [-0.85, 1.80, -0.71], [-1.65, 1.98, 0.87], [-2.04, -0.31, -0.91], [-2.69, -0.20, 0.68], [0.85, 0.11, 1.36]],
  "lowdin_charge": [0.015, -0.228, -0.068, 0.126, 0.118, -0.056, 0.026, 0.077, 0.104, 0.067, 0.073, 0.110, 0.082, 0.123, 0.138, 0.141, 0.152]
}

=====

Entry 2
{
  "formula": "C4H11N2",
  "method": "ωB97M-V/def2-TZVPD",
  "charge": 1,
  "orbital_gap_ev": 10.79,
  "homo_ha": -0.54970,
  "mol_weight_g_mol": 87.15,
  "smiles": "CCC/[NH+]=C/N",
  "lumo_energy_ev": -4.2,
  "symbols": ["C", "C", "C", "N", "C", "N", "H", "H", "H", "H", "H", "H", "H", "H", "H", "H", "H"],
  "positions_angstrom": [[-1.25, 1.05, 1.16], [-0.87, 1.45, -0.21], [-0.50, 0.30, -1.15], [1.75, -1.88, 0.67], [1.03, -1.51, -0.37], [0.82, -0.27, -0.72], [-0.67, 0.13, 1.42], [-0.97, 1.75, 1.95], [-2.23, 0.76, 1.52], [-0.16, 2.30, -0.21], [-1.70, 1.88, -0.85], [-0.44, 0.60, -2.20], [-1.22, -0.49, -1.35], [1.76, -2.88, 0.88], [2.52, -1.34, 1.06], [0.56, -2.25, -1.04], [1.57, 0.39, -0.54]],
  "lowdin_charge": [-0.110, -0.247, -0.153, 0.196, -0.139, 0.054, 0.072, 0.087, 0.080, 0.127, 0.138, 0.122, 0.136, 0.149, 0.145, 0.174, 0.167]
}

=====

Tell me which of them is the least stable. Sure, it is entry 1.

=====

Entry 1
{
  "formula": "C4H11N2",
  "method": "ωB97M-V/def2-TZVPD",
  "charge": 1,
  "orbital_gap_ev": 11.73,
  "homo_ha": -0.56029,
  "mol_weight_g_mol": 87.15,
  "smiles": "CCCNC=[NH2+]",
  "lumo_energy_ev": -3.5,
  "symbols": ["C", "C", "C", "N", "C", "N", "H", "H", "H", "H", "H", "H", "H", "H", "H", "H", "H"],
  "positions_angstrom": [[-0.78, -1.76, 0.96], [0.53, -1.38, 0.24], [0.34, -0.64, -1.07], [-0.14, 0.75, -0.89], [0.37, 1.60, -0.06], [0.02, 2.86, 0.05], [-1.06, -1.00, 1.69], [-1.63, -1.92, 0.29], [-0.66, -2.69, 1.51], [1.12, -0.83, 0.98], [1.14, -2.26, 0.08], [1.25, -0.60, -1.64], [-0.43, -1.15, -1.64], [-0.90, 1.03, -1.50], [1.15, 1.28, 0.62], [0.41, 3.40, 0.82], [-0.73, 3.31, -0.46]],
  "lowdin_charge": [-0.084, -0.235, -0.141, 0.091, -0.137, 0.195, 0.069, 0.078, 0.080, 0.099, 0.116, 0.126, 0.129, 0.174, 0.163, 0.136, 0.140]
}

=====

Entry 2
{
  "formula": "C4H11N2",
  "method": "ωB97M-V/def2-TZVPD",
  "charge": 1,
  "orbital_gap_ev": [7.41, 9.07],
  "homo_ha": [-0.50144, -0.52668],
  "mol_weight_g_mol": 87.15,
  "lumo_energy_ev": [-6.2, -5.3],
  "symbols": ["C", "C", "C", "C", "N", "N", "H", "H", "H", "H", "H", "H", "H", "H", "H", "H", "H"],
  "positions_angstrom": [[-1.47, -0.30, -0.73], [1.61, -0.20, 0.12], [-0.92, -1.61, -0.81], [0.73, 1.06, -0.25], [-1.00, 1.09, 1.38], [-0.61, 0.92, 0.12], [-2.01, 1.11, 1.55], [-1.72, 0.18, -1.75], [-2.38, -0.29, -0.24], [1.30, -1.00, -0.34], [2.62, -0.19, -0.08], [1.65, -0.20, 1.19], [-0.60, -2.07, -1.77], [-0.76, -2.07, 0.08], [0.93, 1.24, -1.36], [1.23, 1.95, 0.18], [-0.31, 0.69, 2.13]],
  "lowdin_charge": [-0.112, -0.023, 0.106, -0.193, 0.150, -0.108, 0.153, 0.153, 0.077, -0.004, 0.069, 0.081, 0.114, 0.047, 0.156, 0.141, 0.193]
}

=====

Entry 3
{
  "formula": "C4H11N2",
  "method": "ωB97M-V/def2-TZVPD",
  "charge": 1,
  "orbital_gap_ev": 10.63,
  "homo_ha": -0.52369,
  "mol_weight_g_mol": 87.15,
  "lumo_energy_ev": -3.6,
  "symbols": ["C", "C", "C", "C", "N", "N", "H", "H", "H", "H", "H", "H", "H", "H", "H", "H", "H"],
  "positions_angstrom": [[2.62, -0.91, 0.26], [0.31, 1.73, 0.12], [-2.23, -0.43, -0.32], [0.62, 0.36, -0.40], [1.73, -0.18, -0.19], [-0.89, -0.76, 0.36], [2.56, -1.80, 0.84], [3.55, -0.83, -0.29], [0.68, 1.94, 1.10], [0.73, 2.29, -0.59], [-0.82, 1.83, 0.17], [-2.29, 0.69, -0.15], [-2.13, -0.57, -1.31], [-3.03, -0.86, 0.22], [0.26, -0.02, -1.35], [-1.09, -0.79, 1.42], [-0.61, -1.71, 0.12]],
  "lowdin_charge": [0.110, 0.019, -0.036, -0.210, 0.052, -0.036, 0.098, 0.110, 0.098, 0.056, 0.096, 0.092, 0.042, 0.078, 0.162, 0.160, 0.110]
}

=====

Tell me which of them is the least stable. Sure, it is entry 2.